C10H14F24HfO6P4 | ωB97M-V with the def2-TZVPD basis set

Net charge: 0
Frontier orbital gap, eV: 1.8
Largest force on an atom, eV/A: 5.1
Calculated total energy, eV: -126563.4642
ΔE to the lowest compared entry with this formula, charge and spin, kJ/mol: 0.00

XYZ file:
```
59
C10H14F24HfO6P4 ωB97M-V with the def2-TZVPD basis set
Hf 1.6449 0.3484 0.2548
P 1.0666 5.0296 3.1295
F 0.4179 5.6831 1.8106
F 2.5157 5.5952 2.6587
F 0.7799 6.4333 3.9367
F 1.7518 4.2921 4.4062
F -0.3452 4.4026 3.6083
F 1.3822 3.6912 2.3087
P 4.1925 -0.2267 3.7528
F 2.6431 0.0782 3.7932
F 4.1454 0.9169 2.6120
F 4.5595 0.7799 5.0164
F 5.7410 -0.6180 3.4006
F 4.0794 -1.5125 4.7286
F 3.7258 -1.0735 2.4803
P 4.3877 -2.3459 -2.4244
F 4.2645 -0.8357 -1.6940
F 2.8694 -2.2972 -1.8660
F 3.8613 -1.7877 -3.8796
F 4.4494 -3.8425 -3.0101
F 5.9113 -1.9203 -2.9053
F 4.7849 -2.9609 -0.9470
P 1.6662 3.4855 -2.8025
F 0.4790 3.7874 -3.8500
F 1.7604 4.9384 -2.2495
F 0.5449 3.1624 -1.5930
F 2.6995 2.9590 -1.6383
F 1.5757 1.8709 -2.9888
F 2.8103 3.6233 -3.9480
C -2.4959 1.3535 1.3510
O -1.2837 0.5776 1.7601
C -1.6244 -0.1149 2.9926
C -1.2653 -1.6198 2.8212
O -0.1849 -1.9290 1.9775
C 0.1503 -3.3217 2.0369
H -3.4610 0.8470 1.3352
H -2.4068 1.6159 0.2968
H -2.6768 2.2957 1.8684
H -2.6800 -0.1631 3.2600
H -1.0583 0.3203 3.8162
H -2.1463 -2.2496 2.6983
H -0.9976 -1.9208 3.8341
H -0.6828 -3.9795 1.7891
H 0.4024 -3.7453 3.0091
H 0.9245 -3.6399 1.3388
C -3.9458 -0.3989 -3.2746
C -4.9784 -0.8585 -4.0045
C -5.3144 -2.2046 -4.2996
O -6.2041 -2.6351 -4.9932
C -4.4110 -3.1342 -3.6123
C -3.3621 -2.7282 -2.7971
C -2.8968 -1.2874 -2.6577
O -1.8512 -0.9961 -2.0646
O -2.5152 -3.4427 -2.0668
O -5.7903 0.0626 -4.5781
H -3.8268 0.6555 -3.0735
H -4.7405 -4.1618 -3.5691
H -2.7298 -4.3771 -2.1174
H -6.3120 -0.4761 -5.1775
```

Here are the natural (NBO) charges for atoms 1 to 5, given in e: 2.622 2.582 -0.530 -0.511 -0.543

---

C2H2O3S | ωB97M-V with the def2-TZVPD basis set

SMILES: O=C(O)C(=O)S
Net charge: 0
Frontier orbital gap, eV: 10.1
Largest force on an atom, eV/A: 3.1
Calculated total energy, eV: -19083.9996
ΔE to the lowest compared entry with this formula, charge and spin, kJ/mol: 42.95

XYZ file:
```
8
C2H2O3S ωB97M-V with the def2-TZVPD basis set
C -0.6787 0.3599 0.2518
C 0.5293 -0.4832 -0.1224
H 0.7308 2.0420 -0.2558
H -0.4305 -2.0548 -0.0785
O -1.6618 -0.1974 0.6756
O 0.4749 -1.8033 -0.3136
O 1.6028 0.0673 -0.2151
S -0.5668 2.0696 0.0579
```

Here are the natural (NBO) charges for atoms 1 to 5, given in e: 0.266 0.675 0.179 0.499 -0.529

---

C12H25N5O3 | ωB97M-V with the def2-TZVPD basis set

SMILES: [H]/N=C(\N)NCCC[C@H](NC(=O)[C@@H](N)CC(C)C)C(=O)O
Net charge: 0
Frontier orbital gap, eV: 8.4
Largest force on an atom, eV/A: 7.3
Calculated total energy, eV: -26439.3741
ΔE to the lowest compared entry with this formula, charge and spin, kJ/mol: 481.89

XYZ file:
```
45
C12H25N5O3 ωB97M-V with the def2-TZVPD basis set
C 2.0176 -0.2423 -0.7607
C 0.6674 -0.0022 -0.1770
C 2.7605 1.0624 -0.7431
C 3.9394 0.8907 0.2774
C 4.7388 -0.3935 -0.2648
C 3.4969 1.1470 1.6829
C -1.4053 -0.9782 0.5034
C -0.8641 -1.2790 1.8261
C -2.4994 -1.9197 0.1153
C -3.2434 -1.5282 -1.2115
C -4.0194 -0.1718 -1.1366
C -3.0245 1.8448 -0.1398
H 1.5279 -0.7601 -2.7302
H 3.0065 -1.3624 -2.2986
H 2.2376 -0.8144 0.1804
H 3.2609 1.1007 -1.7630
H 2.0589 1.8340 -0.6735
H 4.8354 1.5267 0.0590
H 5.6673 -0.5787 0.3635
H 5.1208 -0.0555 -1.3350
H 4.1467 -1.2871 -0.0780
H 2.4958 0.6288 1.6938
H 3.3440 2.2728 1.7036
H 3.9390 0.5279 2.4949
H -0.0215 -1.9530 -0.4967
H -1.9751 -0.0230 0.4048
H -3.3251 -1.8158 0.7600
H -2.1407 -2.9152 0.0882
H -3.9593 -2.2698 -1.3958
H -2.5684 -1.5878 -2.1177
H -3.9529 0.3404 -1.9867
H -5.0988 -0.5494 -1.0212
H -4.7350 0.9135 0.5292
H -1.0941 1.7659 -0.7487
H -3.3499 2.3620 1.6446
H -2.2247 3.4565 0.7191
H -1.3928 -0.7513 3.5802
N 2.0537 -1.1179 -1.9748
N -0.2734 -0.9730 -0.3850
N -3.8413 0.7718 -0.0284
N -2.0639 1.5522 -1.0800
N -2.9822 2.8494 0.7862
O 0.2418 1.0666 0.4084
O -0.0376 -2.1218 2.0441
O -1.4642 -0.4626 2.6817
```

Here are the natural (NBO) charges for atoms 1 to 5, given in e: -0.154 0.699 -0.428 -0.206 -0.630